This record from the Open Molecules 2025 dataset describes 2 unconnected molecules or ions with the total composition CH6N2S in a non-equilibrium geometry. The level of theory is the ωB97M-V functional and the def2-TZVPD basis.

CARTESIAN COORDINATES (ANGSTROEM)
S1 -1.40837 2.18513 3.56918
H1 -0.99738 2.64869 4.87058
N1 0.47163 -0.20137 -0.70440
C1 0.47264 -1.21156 -1.77341
N2 1.19499 -1.59911 -2.76705
H2 0.82063 0.74902 -0.60732
H3 -0.03212 -0.53419 0.12736
H4 -0.42695 -1.70457 -1.90249
H5 0.88627 -2.65091 -3.05951
H6 -0.98135 2.31888 2.24706

Cartesian forces (eV/Å) of the 6 atoms listed first:
S -2.2 -1.5 0.8
H 1.0 0.4 -2.6
N -0.2 -1.7 -1.2
C 0.4 0.9 -0.3
N 1.2 -1.3 0.9
H 0.4 -0.8 -0.8

For the highest occupied orbital energy, the calculation gives -0.347 hartree. Its SMILES is [H]/N=C/N.S. As for the energy relative to the best compared isomer or geometry (same formula, charge and spin): 322.2 kJ/mol. The energy comes out at -549.2645 Eh. Its molar mass is 78.140 g mol⁻¹. The largest force on an atom comes out at 3.7 eV/Å. For the orbital gap, the calculation gives 0.33751 Ha.

This record from the Open Molecules 2025 dataset describes 2 unconnected molecules or ions with the total composition CH6N2S2 in a non-equilibrium geometry. The level of theory is the ωB97M-V functional and the def2-TZVPD basis.

CARTESIAN COORDINATES (ANGSTROEM)
S1 -2.47253 2.34015 -0.26185
S2 -1.35947 2.45730 1.48097
H1 -2.94140 3.60805 -0.26510
H2 -1.27417 3.78358 1.27208
N1 3.65128 -3.09893 -1.31456
C1 2.67971 -3.91084 -0.82339
N2 1.61245 -3.41297 -0.35289
H3 3.65172 -2.10500 -1.18848
H4 4.36049 -3.48631 -1.90806
H5 2.90881 -4.97690 -0.82447
H6 0.91144 -4.07577 -0.05752

Cartesian forces (eV/Å) of the 6 atoms listed first:
S 0.5 -0.4 1.2
S -0.8 0.2 -1.7
H 0.2 0.0 0.0
H 0.2 0.1 0.6
N 0.8 -0.5 -0.2
C -0.5 0.4 0.3

For the highest occupied orbital energy (spin up / spin down), the calculation gives -0.403 / -0.403 hartree. Its expectation value of S² is 0.7547. As for the energy relative to the best compared isomer or geometry (same formula, charge and spin): 11.1 kJ/mol. The energy comes out at -947.2306 Eh. Its molar mass is 110.207 g mol⁻¹. The largest force on an atom comes out at 1.9 eV/Å. As for the total charge: +1. For the orbital gap (spin up / spin down), the calculation gives 0.18257 / 0.06949 Ha. Its multiplicity is 2.

This record from the Open Molecules 2025 dataset describes 2 unconnected molecules or ions with the total composition CH6N3 in a non-equilibrium geometry. The level of theory is the ωB97M-V functional and the def2-TZVPD basis.

CARTESIAN COORDINATES (ANGSTROEM)
C1 -1.61251 -0.01845 0.13559
N1 0.94349 -0.63537 1.20691
N2 1.01780 0.33154 -0.81649
N3 0.51845 -0.14049 0.23205
H1 -1.59254 0.82593 0.75949
H2 -1.89097 -0.97008 0.55730
H3 -1.57865 0.12458 -0.91667
H4 1.83542 -0.85524 1.39011
H5 0.39308 0.53023 -1.61195
H6 1.96644 0.80736 -0.93633

Cartesian forces (eV/Å) of the 6 atoms listed first:
C 3.6 -0.9 0.0
N -3.7 -0.6 2.5
N 3.0 2.7 -4.6
N -5.6 -0.3 0.0
H -0.4 1.0 0.7
H 0.0 -0.1 0.0

For the highest occupied orbital energy, the calculation gives -0.559 hartree. As for the energy relative to the best compared isomer or geometry (same formula, charge and spin): 592.9 kJ/mol. The energy comes out at -205.5316 Eh. Its molar mass is 60.080 g mol⁻¹. The largest force on an atom comes out at 6.1 eV/Å. As for the total charge: +1. For the orbital gap, the calculation gives 0.34838 Ha.

This record from the Open Molecules 2025 dataset describes a gas-phase ion, CH6N3 (charge +1) in a non-equilibrium geometry. The level of theory is the ωB97M-V functional and the def2-TZVPD basis.

CARTESIAN COORDINATES (ANGSTROEM)
C1 0.05075 -0.01833 -0.06708
N1 0.75727 -0.99453 0.46529
N2 0.15390 0.36030 -1.31674
N3 -0.87201 0.54826 0.74461
H1 1.08725 -1.63046 -0.18174
H2 0.27320 -1.46972 1.23659
H3 1.04039 0.05128 -1.83409
H4 -0.10075 1.27645 -1.44710
H5 -0.95275 0.51103 1.75996
H6 -1.43725 1.36572 0.64031

Cartesian forces (eV/Å) of the 6 atoms listed first:
C -2.1 1.0 2.3
N -1.0 -0.2 1.7
N 3.1 -2.4 -1.1
N -0.4 0.6 1.0
H 1.3 -1.6 -1.4
H 0.6 0.3 -0.3

For the highest occupied orbital energy, the calculation gives -0.594 hartree. Its SMILES is NC(N)=[NH2+]. As for the energy relative to the best compared isomer or geometry (same formula, charge and spin): 48.1 kJ/mol. The energy comes out at -205.7391 Eh. Its molar mass is 60.080 g mol⁻¹. The largest force on an atom comes out at 4.0 eV/Å. As for the total charge: +1. For the orbital gap, the calculation gives 0.46673 Ha.

This record from the Open Molecules 2025 dataset describes a gas-phase ion, CH6N3O (charge +1) in a non-equilibrium geometry. The level of theory is the ωB97M-V functional and the def2-TZVPD basis.

CARTESIAN COORDINATES (ANGSTROEM)
C1 0.58901 -0.22418 -0.15916
N1 1.43469 -0.43818 -1.18003
N2 -0.63336 0.27601 -0.32598
N3 -1.31008 0.58307 1.03093
O1 0.88560 -0.59118 1.00454
H1 1.17082 -0.27702 -2.18182
H2 2.36556 -0.85378 -0.79933
H3 -1.11959 0.41030 -1.26964
H4 -2.25521 0.05333 1.14355
H5 0.32670 -0.43650 1.74620
H6 -1.45416 1.49813 0.99075

Cartesian forces (eV/Å) of the 6 atoms listed first:
C -1.9 0.2 -2.3
N 1.2 -0.7 1.7
N -2.6 0.9 0.8
N -0.1 -6.4 -2.3
O 4.0 -1.5 0.3
H 0.7 -0.3 1.7

For the highest occupied orbital energy, the calculation gives -0.581 hartree. Its SMILES is N/[NH+]=C(/N)O. As for the energy relative to the best compared isomer or geometry (same formula, charge and spin): 27.5 kJ/mol. The energy comes out at -280.9229 Eh. Its molar mass is 76.079 g mol⁻¹. The largest force on an atom comes out at 6.8 eV/Å. As for the total charge: +1. For the orbital gap, the calculation gives 0.45615 Ha.

This record from the Open Molecules 2025 dataset describes a gas-phase ion, CH6N3S (charge +1) in a non-equilibrium geometry. The level of theory is the ωB97M-V functional and the def2-TZVPD basis.

CARTESIAN COORDINATES (ANGSTROEM)
C1 0.38189 -0.02495 0.50514
N1 1.46952 -0.70266 -0.05290
N2 -0.04239 1.32092 0.24588
N3 -0.91167 -0.97662 0.05767
S1 -2.13451 -0.15505 -0.18089
H1 1.83369 -1.57326 0.08321
H2 1.46746 -0.51453 -1.01121
H3 -0.32127 1.45598 -0.68471
H4 0.51983 2.14550 0.52498
H5 0.61013 -0.11780 1.69597
H6 -2.87270 -0.85752 -1.18312

Cartesian forces (eV/Å) of the 6 atoms listed first:
C 1.2 -1.4 5.4
N -1.5 4.6 -1.7
N 1.0 -0.3 0.6
N 1.6 -0.3 0.2
S -2.2 0.9 -1.3
H 0.5 -2.8 1.6

For the highest occupied orbital energy (spin up / spin down), the calculation gives -0.543 / -0.543 hartree. As for the energy relative to the best compared isomer or geometry (same formula, charge and spin): 378.0 kJ/mol. The energy comes out at -603.7548 Eh. Its molar mass is 92.147 g mol⁻¹. The largest force on an atom comes out at 5.7 eV/Å. As for the total charge: +1. For the orbital gap (spin up / spin down), the calculation gives 0.27598 / 0.27594 Ha.

This record from the Open Molecules 2025 dataset describes 2 unconnected molecules or ions with the total composition CH6N3S in a non-equilibrium geometry. The level of theory is the ωB97M-V functional and the def2-TZVPD basis.

CARTESIAN COORDINATES (ANGSTROEM)
C1 0.38697 -0.72692 -0.49049
N1 1.40761 -0.85232 0.39463
N2 -0.33977 1.29304 0.29287
N3 -0.81151 -1.23019 -0.59289
S1 1.81011 -0.04387 -1.27910
H1 1.34488 -0.40905 1.30437
H2 0.42604 1.64128 0.86792
H3 -1.07848 1.18429 0.94471
H4 -0.40697 1.97235 -0.46864
H5 -1.14055 -1.69373 0.25711
H6 -1.59831 -1.13487 -1.23050

Cartesian forces (eV/Å) of the 6 atoms listed first:
C 0.7 0.8 -0.1
N -0.7 -0.7 -2.1
N 2.0 0.6 -0.1
N -0.2 -1.3 1.2
S -1.2 -1.0 1.7
H 0.3 0.6 -0.2

For the highest occupied orbital energy, the calculation gives -0.529 hartree. As for the energy relative to the best compared isomer or geometry (same formula, charge and spin): 227.3 kJ/mol. The energy comes out at -603.8122 Eh. Its molar mass is 92.147 g mol⁻¹. The largest force on an atom comes out at 2.3 eV/Å. As for the total charge: +1. For the orbital gap, the calculation gives 0.33641 Ha.

This record from the Open Molecules 2025 dataset describes a single CH6N4S molecule in a non-equilibrium geometry. The level of theory is the ωB97M-V functional and the def2-TZVPD basis.

CARTESIAN COORDINATES (ANGSTROEM)
C1 0.19790 -0.34130 -0.16247
H1 2.16965 -2.10734 -1.22986
H2 0.60966 -2.54051 -1.50263
H3 0.60135 0.01797 -2.10225
H4 0.31569 -2.07421 0.62475
H5 0.50363 1.61265 -0.38431
H6 -0.62239 0.67855 2.18909
N1 1.28426 -1.81998 -1.65777
N2 0.95029 -0.53235 -1.29977
N3 -0.08421 -1.14529 0.74815
N4 -0.21113 0.97489 -0.11230
S1 -1.14622 1.50749 1.22699

Cartesian forces (eV/Å) of the 6 atoms listed first:
C 0.1 0.8 -0.4
H -0.5 0.3 -0.2
H -0.8 -0.1 0.2
H 0.4 -0.6 0.7
H -0.2 0.2 -0.2
H 0.4 0.4 -0.1

For the highest occupied orbital energy, the calculation gives -0.323 hartree. Its SMILES is [H]/N=C(\NN)NS. As for the energy relative to the best compared isomer or geometry (same formula, charge and spin): 14.4 kJ/mol. The energy comes out at -658.8658 Eh. Its molar mass is 106.154 g mol⁻¹. The largest force on an atom comes out at 2.0 eV/Å. For the orbital gap, the calculation gives 0.35353 Ha.

Question: Which of these has the highest energy relative to the best compared isomer or geometry (same formula, charge and spin)?
Answer: number 3

Question: Look up the molar mass of the second one.
Answer: 110.207 g mol⁻¹